Computed, not measured: 4 unconnected molecules or ions with the total composition C19H42BBrFO6, with the ωB97M-V functional and the def2-TZVPD basis.

net charge: -1
highest occupied orbital energy: -0.0916 Ha
largest force on an atom: 0.29 eV/Å
total energy: -106107.065 eV
gap between HOMO and LUMO: 4.4 eV

The geometry in XYZ format:
```
70
Properties=species:S:1:pos:R:3:forces:R:3:lowdin_charge:R:1
C -0.226 -4.614 -2.746 0.06 0.05 0.01 -0.0446
O -0.694 -7.471 -5.281 -0.07 -0.01 0.11 0.1344
C -5.267 -5.628 -2.718 0.06 0.12 -0.21 -0.7758
O -5.827 -6.663 -2.720 -0.04 -0.20 0.02 0.0264
C -4.450 -4.968 -3.782 -0.01 0.02 0.05 -0.2879
H -0.195 2.482 3.589 -0.01 0.02 0.00 0.0678
C 1.518 -0.663 -3.117 0.01 -0.06 0.01 -0.2707
F -0.945 -2.596 -3.698 -0.02 0.09 0.00 -0.0916
H -0.188 0.260 -4.015 0.00 -0.03 -0.01 0.0748
C -1.541 1.917 0.648 0.02 0.05 0.01 -0.0754
C -0.173 1.367 1.014 -0.01 -0.05 -0.02 -0.2738
C -3.010 -5.411 -3.632 0.10 -0.10 -0.25 -0.3239
C 0.578 7.068 6.996 -0.04 0.01 0.02 -0.2832
H 0.123 0.605 0.291 0.00 0.00 0.00 0.1094
H 0.058 -5.649 -2.935 -0.06 -0.01 0.04 0.0682
H -1.497 2.435 -0.311 -0.01 -0.02 -0.01 0.0821
H 3.741 1.662 -0.780 0.02 0.00 -0.01 0.0761
H 0.337 6.513 7.910 0.01 0.00 0.00 0.1074
C -0.795 -3.989 -3.991 0.07 -0.02 0.02 -0.3524
C 2.363 4.767 7.634 -0.06 0.03 0.02 -0.0792
H 1.291 0.399 -4.979 -0.02 -0.01 -0.01 0.0802
H 1.140 -0.609 -2.090 -0.01 -0.01 0.00 0.1047
H 2.323 8.039 7.870 -0.01 0.00 0.01 0.0653
O -0.811 -7.978 -3.028 -0.02 -0.01 0.00 0.1314
H 0.748 3.925 3.951 0.00 0.01 0.00 0.0647
H 3.319 4.259 7.767 0.00 -0.01 -0.01 0.0763
H -4.919 -5.259 -4.757 0.00 -0.04 0.07 0.1146
C -2.154 -4.506 -4.500 -0.13 0.10 0.13 -0.1779
O 2.942 -0.648 -3.120 -0.01 0.05 -0.02 -0.1593
H 4.609 0.371 -2.694 0.00 -0.02 0.00 0.1131
H 3.362 -0.053 -0.535 0.02 0.00 0.00 0.0857
B -1.454 -7.447 -4.126 0.08 -0.05 0.03 -0.7146
C 3.533 0.530 -2.606 -0.01 0.00 0.02 -0.2895
H -3.477 -7.504 -3.361 -0.04 -0.02 -0.12 0.0913
H 2.715 5.054 5.535 -0.01 0.01 -0.01 0.1126
H -3.422 -7.034 -5.056 0.08 0.03 -0.06 0.1010
O 0.868 2.330 0.971 0.02 0.00 -0.01 -0.1746
C 1.411 8.295 7.330 0.04 -0.02 -0.02 -0.0821
H -2.703 -3.577 -4.693 0.04 -0.04 -0.09 0.1024
H -2.255 1.098 0.565 0.00 -0.01 -0.01 0.0805
H -1.357 -7.849 -2.246 0.00 0.04 -0.03 0.0990
H 2.110 1.079 -1.052 0.02 0.05 0.02 0.0452
H 2.163 5.339 8.541 0.02 0.00 0.00 0.0653
H 0.672 -4.068 -2.445 -0.02 0.00 -0.02 0.0695
O 1.171 6.214 6.035 0.00 0.00 -0.02 -0.1677
H -0.207 0.880 1.995 0.00 0.02 0.00 0.1097
H -0.368 7.373 6.549 0.00 0.00 0.00 0.1181
H -0.969 -4.586 -1.949 0.00 -0.09 -0.05 0.0808
H 1.691 8.824 6.418 -0.01 0.01 0.00 0.0813
H -1.979 -4.941 -5.511 -0.02 -0.03 0.03 0.1034
C 0.888 0.427 -3.965 0.03 0.03 0.00 -0.0757
H 1.057 1.425 -3.556 -0.02 -0.01 0.02 0.0623
C 0.735 3.423 1.858 -0.01 0.03 0.02 -0.2802
H 1.569 2.398 3.564 0.01 0.02 0.00 0.0821
H 1.581 4.014 7.526 0.02 -0.02 -0.01 0.0823
H 0.834 8.972 7.961 -0.01 0.00 0.00 0.0749
C 3.162 0.818 -1.161 -0.03 -0.02 0.00 -0.0796
H -0.053 -4.011 -4.796 -0.03 0.01 -0.01 0.1291
Br -5.370 -4.537 -1.028 0.01 0.14 0.23 0.5119
H 1.232 -1.638 -3.503 0.05 0.01 0.00 0.0999
H 3.284 1.394 -3.235 -0.01 0.00 0.00 0.1046
C -2.913 -6.877 -4.066 -0.07 0.04 0.14 -0.1329
H -1.212 -7.089 -5.995 0.02 0.03 -0.05 0.0790
H -0.154 4.017 1.613 -0.01 -0.02 0.00 0.1081
H 1.603 4.052 1.658 0.00 0.00 0.00 0.1172
H -1.919 2.614 1.398 0.00 -0.01 0.01 0.0647
C 2.419 5.650 6.398 0.04 -0.06 -0.02 -0.2835
C 0.711 3.030 3.326 -0.01 -0.03 0.03 -0.0760
H -4.534 -3.889 -3.653 -0.02 -0.03 0.00 0.0860
H 3.177 6.433 6.522 -0.02 0.01 0.01 0.1075
```
Positions in Å, forces in eV/Å.